# 1
Molecular formula: C16H30N4O2
Method: DFT, wB97M-V/def2-TZVPD

```
52
Properties=species:S:1:pos:R:3:lowdin_charge:R:1
O 2.404 0.588 -1.314 0.01
C 2.227 -0.461 -0.731 -0.33
N 1.040 -1.041 -0.519 -0.06
C -0.160 -0.391 -0.996 -0.11
C -0.888 0.375 0.122 -0.11
N 0.010 1.230 0.870 -0.07
C 0.495 0.808 2.043 -0.33
O 0.232 -0.251 2.573 0.01
C 0.394 2.481 0.258 -0.17
N -0.784 3.261 -0.041 -0.16
C -0.550 4.293 -1.033 -0.20
C -1.880 4.907 -1.459 -0.19
C -2.596 5.497 -0.248 -0.21
C -2.756 4.414 0.813 -0.18
C -1.396 3.816 1.154 -0.19
C 0.883 -2.268 0.241 -0.17
N 0.143 -3.220 -0.545 -0.17
C 0.953 -3.960 -1.490 -0.18
C 1.856 -5.017 -0.821 -0.17
C 1.219 -5.509 0.484 -0.20
C -0.300 -5.513 0.346 -0.18
C -0.806 -4.074 0.151 -0.18
H 3.067 -1.049 -0.318 0.14
H -0.825 -1.155 -1.403 0.12
H 0.143 0.299 -1.786 0.12
H -1.669 1.000 -0.315 0.12
H -1.326 -0.328 0.834 0.12
H 1.175 1.543 2.511 0.14
H 0.933 2.275 -0.674 0.11
H 1.086 2.995 0.949 0.14
H -0.057 3.836 -1.895 0.12
H 0.112 5.086 -0.641 0.13
H -1.701 5.676 -2.212 0.11
H -2.501 4.127 -1.902 0.11
H -3.571 5.891 -0.539 0.11
H -2.006 6.322 0.158 0.11
H -3.212 4.824 1.715 0.11
H -3.403 3.623 0.429 0.11
H -1.514 3.011 1.884 0.12
H -0.752 4.595 1.604 0.13
H 0.337 -2.040 1.164 0.11
H 1.894 -2.604 0.514 0.13
H 1.552 -3.247 -2.061 0.12
H 0.263 -4.447 -2.185 0.12
H 1.990 -5.852 -1.509 0.11
H 2.845 -4.603 -0.615 0.10
H 1.495 -4.852 1.312 0.11
H 1.582 -6.510 0.723 0.11
H -0.577 -6.131 -0.510 0.11
H -0.763 -5.946 1.233 0.11
H -1.031 -3.623 1.120 0.12
H -1.736 -4.091 -0.432 0.11
```

LUMO	0.89	eV
multiplicity	1
relative energy (zero: lowest compared OMol25 entry of this formula, charge and spin)	15.78	kcal/mol
SMILES string	O=CN(CCN(C=O)CN1CCCCC1)CN1CCCCC1
Kohn-Sham gap	9.37	eV
charge	0

# 2
Molecular formula: C16H30O8P2Re
Method: DFT, wB97M-V/def2-TZVPD

```
57
Properties=species:S:1:pos:R:3:mulliken_spin:R:1
Re -0.225 -0.771 0.392 0.84
C 1.440 4.005 1.659 0.00
C 0.461 2.932 1.312 -0.04
C -0.478 3.135 0.276 -0.02
C -0.302 4.284 -0.654 0.01
C -1.619 2.317 0.188 0.03
C -2.727 2.657 -0.745 0.00
C -1.806 1.262 1.131 -0.01
C -3.198 0.789 1.375 0.01
C -0.730 0.880 2.010 -0.01
C -1.074 0.108 3.273 0.02
C 0.426 1.750 2.070 0.06
C 1.528 1.437 3.027 0.00
H 2.378 3.913 1.112 0.00
H 1.673 3.968 2.718 0.00
H 1.026 4.987 1.443 0.00
H -0.978 5.093 -0.370 0.00
H -0.541 4.024 -1.683 0.00
H 0.712 4.668 -0.631 0.00
H -3.076 1.768 -1.270 0.00
H -2.444 3.403 -1.478 0.00
H -3.579 3.057 -0.192 0.00
H -3.234 -0.095 1.999 0.00
H -3.729 0.581 0.450 0.00
H -3.742 1.582 1.894 0.00
H -1.520 -0.862 3.064 0.00
H -1.803 0.686 3.844 0.00
H -0.210 -0.051 3.906 0.00
H 1.723 0.367 3.048 0.00
H 1.252 1.745 4.037 0.00
H 2.449 1.953 2.779 0.00
O -3.772 -1.744 -0.991 0.00
P -2.284 -1.938 -0.621 0.00
O -1.402 -0.853 -1.290 0.00
O -1.997 -1.665 0.847 0.04
O -1.855 -3.360 -1.066 0.01
P -0.222 -3.744 -0.908 0.00
O 0.273 -3.386 -2.369 0.00
O -0.022 -5.106 -0.471 0.00
O 0.324 -2.633 -0.011 0.04
H -4.238 -2.436 -1.465 0.00
H 0.380 -4.179 -2.898 0.00
C 2.049 1.740 -1.634 0.00
C 2.483 0.958 -0.403 0.00
O 1.789 -0.299 -0.350 0.03
C 2.410 -1.260 -1.246 0.00
C 3.260 -2.270 -0.496 0.00
H 2.436 2.753 -1.581 0.00
H 0.962 1.754 -1.663 0.00
H 2.412 1.286 -2.552 0.00
H 2.222 1.500 0.503 0.00
H 3.560 0.765 -0.402 0.00
H 3.026 -0.712 -1.963 0.00
H 1.604 -1.755 -1.787 0.00
H 4.044 -1.788 0.084 0.00
H 3.731 -2.919 -1.228 0.00
H 2.652 -2.886 0.160 0.00
```

LUMO (spin up / spin down)	-9.90 / -9.51	eV
multiplicity	2
relative energy (zero: lowest compared OMol25 entry of this formula, charge and spin)	48.03	kcal/mol
Kohn-Sham gap (spin up / spin down)	5.77 / 6.36	eV
charge	+2

# 3
Molecular formula: C16H31BF4GeMoNS2Si3
Method: DFT, wB97M-V/def2-TZVPD

```
60
Properties=species:S:1:pos:R:3:mulliken_spin:R:1
Mo -0.235 1.109 -0.069 2.57
S 2.118 1.551 -0.160 -0.16
C 1.512 3.181 -0.104 0.08
N 0.195 3.210 -0.101 -0.02
C -0.293 4.510 -0.067 0.01
C -1.626 4.913 -0.077 0.00
C -1.899 6.265 -0.052 0.00
C -0.870 7.211 -0.023 -0.01
C 0.457 6.824 -0.012 0.01
C 0.736 5.465 -0.034 -0.02
S 2.306 4.690 -0.047 0.03
H -2.415 4.175 -0.106 0.00
H -2.926 6.602 -0.058 0.00
H -1.106 8.266 -0.013 0.00
H 1.253 7.556 0.010 0.00
F -1.975 1.527 0.108 0.05
B -4.391 1.827 0.384 -0.01
F -4.428 0.680 1.042 0.00
F -4.465 1.814 -0.934 0.00
F -4.293 2.962 1.040 0.00
C 3.044 -1.521 -2.306 0.01
Si 2.804 -2.272 -0.596 0.00
C 3.948 -1.552 0.712 0.01
C 2.685 -4.140 -0.572 -0.01
Ge 0.614 -1.171 0.078 0.18
Si -0.057 -1.834 2.517 0.07
C -1.677 -0.887 2.685 0.04
C 1.360 -1.216 3.577 0.00
C -0.259 -3.692 2.350 0.01
Si -1.101 -1.874 -1.917 0.07
C -0.564 -0.927 -3.442 0.01
C -0.766 -3.716 -1.994 0.00
C -2.762 -1.440 -1.166 0.04
H 4.107 -1.498 -2.558 0.00
H 2.678 -0.494 -2.346 0.00
H 2.538 -2.105 -3.075 0.00
H 4.990 -1.720 0.429 0.00
H 3.791 -2.020 1.684 0.00
H 3.806 -0.477 0.817 0.00
H 3.653 -4.561 -0.855 0.00
H 1.946 -4.521 -1.276 0.00
H 2.445 -4.524 0.421 0.00
H -1.579 0.143 2.339 0.00
H -2.012 -0.846 3.724 0.01
H -2.475 -1.359 2.112 0.00
H 1.658 -0.208 3.281 0.00
H 2.230 -1.868 3.490 0.00
H 1.077 -1.185 4.631 0.00
H -1.077 -3.946 1.673 0.00
H -0.488 -4.137 3.321 0.01
H 0.652 -4.165 1.980 0.00
H 0.374 -1.321 -3.834 0.00
H -0.433 0.138 -3.245 0.00
H -1.317 -1.030 -4.229 0.00
H 0.192 -3.929 -2.468 0.00
H -1.545 -4.189 -2.599 0.00
H -0.778 -4.194 -1.013 0.00
H -2.860 -0.378 -0.955 -0.01
H -2.936 -1.994 -0.242 0.00
H -3.563 -1.708 -1.861 0.01
```

LUMO (spin up / spin down)	-8.51 / -9.27	eV
multiplicity	4
relative energy (zero: lowest compared OMol25 entry of this formula, charge and spin)	70.63	kcal/mol
Kohn-Sham gap (spin up / spin down)	5.66 / 5.00	eV
charge	+2

# 4
Molecular formula: C16H31CaCl7F4LiN7NaO6
Method: DFT, wB97M-V/def2-TZVPD

```
74
Properties=species:S:1:pos:R:3:lowdin_charge:R:1
N 6.569 3.168 4.459 0.03
C 7.123 2.308 3.443 -0.24
C 6.164 1.923 2.293 -0.09
N 4.799 1.680 2.714 0.11
C 4.507 0.774 3.595 -0.38
N 5.134 -0.331 3.994 0.13
N 3.329 1.076 4.142 0.01
C 2.615 1.957 3.315 -0.12
N 1.865 3.105 4.111 0.28
C 1.386 2.654 5.091 -0.35
O 1.033 2.147 6.117 -0.12
C 3.715 2.585 2.333 -0.53
N 3.230 2.472 0.994 0.10
O 3.915 3.915 2.579 0.06
H 6.110 2.673 5.203 0.06
H 5.995 3.903 4.080 0.06
H 7.515 1.396 3.875 0.10
H 7.964 2.818 2.990 0.11
H 6.545 1.008 1.850 0.13
H 6.221 2.658 1.507 0.13
H 4.795 -1.197 3.620 0.13
H 5.931 -0.280 4.592 0.10
H 2.853 0.239 4.434 -0.05
H 1.801 1.502 2.768 0.14
H 2.320 2.918 1.025 0.09
H 3.019 1.440 0.616 -0.05
H 3.861 4.332 1.710 0.12
F 2.558 0.389 0.105 -0.47
O 2.075 -1.417 1.985 -0.59
H 2.187 -1.759 1.088 -0.12
Ca 0.927 0.189 5.788 1.37
Cl 3.664 -0.386 6.282 -0.07
Li 0.109 -1.717 2.170 0.59
C 1.293 0.006 -3.375 -0.36
O 0.440 -0.832 -3.622 -0.01
N 1.347 1.215 -3.948 -0.20
C 2.371 2.187 -3.631 -0.06
C 0.311 1.523 -4.919 -0.06
H 2.091 -0.175 -2.637 0.12
H 1.908 3.094 -3.236 0.09
H 2.935 2.438 -4.533 0.09
H 3.053 1.785 -2.884 0.08
H -0.644 1.446 -4.398 0.02
H 0.336 0.796 -5.731 0.10
H 0.439 2.524 -5.323 0.08
Cl -1.931 -3.055 3.561 0.55
C -2.191 -4.197 4.960 -0.53
C -3.136 -5.310 4.603 -0.64
Cl -4.789 -4.713 4.348 0.61
H -2.552 -3.606 5.795 0.09
H -1.217 -4.604 5.222 0.09
H -3.168 -6.029 5.420 0.10
H -2.823 -5.832 3.702 0.07
C -3.952 2.579 -4.789 -2.03
Cl -2.926 3.475 -5.918 0.53
Cl -3.170 1.071 -4.346 0.60
Cl -4.218 3.558 -3.336 0.50
Cl -5.504 2.237 -5.553 0.59
C -7.879 -3.895 -4.963 -0.08
C -6.920 -3.262 -5.965 -0.26
O -6.861 -1.849 -5.921 -0.09
C -6.038 -1.213 -4.936 -0.52
O -4.823 -1.667 -4.908 -0.07
C -6.688 -1.196 -3.510 -0.56
F -8.017 -1.007 -3.582 0.13
F -6.200 -0.166 -2.794 0.11
F -6.489 -2.307 -2.785 0.11
H -8.794 -3.311 -4.876 0.08
H -8.132 -4.909 -5.279 0.07
H -7.435 -3.974 -3.974 0.05
H -7.297 -3.488 -6.964 0.11
H -5.924 -3.710 -5.907 0.11
H -6.156 -0.144 -5.247 0.09
Na -2.480 -3.624 1.311 0.60
```

LUMO	-6.25	eV
multiplicity	1
Kohn-Sham gap	1.40	eV
charge	+1

no.,electronic energy (eV)
1,-27134.90362
2,-54155.26981
3,-133797.83190
4,-161383.77506